This record from the Open Molecules 2025 dataset describes a molecular structure, C45H59N5O3PPdSeSi2. The level of theory is ωB97M-V/def2-TZVPD.

The geometry in XYZ format:
```
117
Properties=species:S:1:pos:R:3:mulliken_charge:R:1
Pd -2.2298 0.6531 0.4783 0.453
C -1.3398 -0.5403 5.4932 -1.230
Si -1.0646 -0.3646 3.6484 0.176
C -0.5787 -2.0490 2.9970 -0.715
C 0.2267 0.9513 3.3664 -0.464
C -2.6669 0.1373 2.7759 1.119
C -3.5442 -0.9594 2.3209 -0.501
C -4.0828 -1.9492 3.1387 -0.603
C -4.8719 -2.9320 2.5660 -0.642
C -5.0880 -2.9230 1.1951 -0.849
C -4.5174 -1.9120 0.4441 -0.066
N -3.7876 -0.9424 0.9971 0.614
Si -3.5911 1.7682 3.1425 0.871
C -2.4974 3.2748 2.9604 -0.889
C -4.1345 1.6252 4.9308 -1.268
C -5.1390 1.8668 2.1031 -0.928
H -0.4255 -0.9563 5.9313 0.370
H -2.1575 -1.2209 5.7433 0.325
H -1.5293 0.4162 5.9842 0.336
H 0.3895 -2.3534 3.4074 0.411
H -0.5128 -2.0826 1.9083 -0.042
H -1.3131 -2.7956 3.3156 0.505
H 1.2045 0.5986 3.7103 0.393
H -0.0225 1.8490 3.9422 0.397
H 0.3287 1.2341 2.3206 -0.285
H -3.8826 -1.9405 4.2028 0.418
H -5.3061 -3.7085 3.1836 0.477
H -5.6863 -3.6824 0.7113 0.484
H -4.6480 -1.8630 -0.6275 -0.063
H -2.1518 3.5981 3.9469 0.427
H -3.0774 4.0960 2.5285 0.404
H -1.6166 3.1233 2.3371 -0.037
H -3.2871 1.6025 5.6184 0.296
H -4.7479 0.7370 5.1063 0.314
H -4.7403 2.5036 5.1801 0.372
H -4.9654 1.8935 1.0275 0.125
H -5.6744 2.7827 2.3724 0.499
H -5.7971 1.0220 2.3275 0.309
O -1.9530 4.2518 -0.7948 -0.683
N -1.9774 3.1259 -0.3733 1.020
O -0.9723 2.5254 0.1133 -0.417
O -3.0662 2.4169 -0.3937 -0.566
N -1.0359 -0.4357 -0.7825 0.008
P -1.2884 -0.3620 -2.3949 2.725
C -0.1028 -1.4231 -3.2229 0.079
C 0.4678 -1.0572 -4.4383 -0.461
C 1.3754 -1.9054 -5.0591 -0.821
C 1.7099 -3.1150 -4.4680 -0.694
C 1.1431 -3.4812 -3.2523 -0.702
C 0.2416 -2.6374 -2.6262 -0.444
C -1.1819 1.2679 -3.1456 -0.192
C -0.2016 2.1446 -2.6845 1.063
C -0.0573 3.3945 -3.2633 -0.267
C -0.8769 3.7691 -4.3202 -0.936
C -1.8424 2.8941 -4.7954 -0.938
C -1.9980 1.6454 -4.2113 -0.384
C -2.9443 -0.9589 -2.7820 0.371
C -3.1587 -2.2158 -3.3406 -0.722
C -4.4533 -2.6417 -3.6130 -0.696
C -5.5307 -1.8097 -3.3483 -0.732
C -5.3208 -0.5476 -2.8025 -0.787
C -4.0343 -0.1247 -2.5132 -0.339
H 0.2106 -0.1115 -4.9003 0.412
H 1.8190 -1.6197 -6.0042 0.453
H 2.4177 -3.7750 -4.9535 0.425
H 1.4103 -4.4226 -2.7887 0.569
H -0.1812 -2.9082 -1.6660 0.374
H 0.4044 1.8625 -1.8347 -1.072
H 0.6755 4.0893 -2.8739 0.440
H -0.7686 4.7496 -4.7666 0.434
H -2.4852 3.1843 -5.6165 0.452
H -2.7564 0.9736 -4.5929 0.492
H -2.3221 -2.8642 -3.5702 0.387
H -4.6147 -3.6201 -4.0469 0.442
H -6.5368 -2.1395 -3.5750 0.406
H -6.1590 0.1085 -2.6029 0.444
H -3.8782 0.8604 -2.1010 0.351
C 3.7423 -3.5438 -0.3999 -0.728
C 3.4027 -3.7992 1.0669 -0.385
C 4.1089 -2.8794 2.0631 -0.767
C 3.6027 -1.4413 2.1230 -0.489
N 3.9683 -0.6186 0.9706 1.357
C 3.1198 -0.1434 0.0321 -1.273
Se 1.2632 -0.5519 -0.0009 -0.195
N 3.8396 0.5656 -0.8564 0.631
C 3.2935 1.3494 -1.9575 -0.480
C 3.2535 2.8444 -1.6607 -0.708
C 2.5082 3.2412 -0.3792 0.445
C 3.3487 3.1910 0.8967 -1.337
C 5.1801 0.5645 -0.4781 1.005
C 6.2980 1.1586 -1.0461 -0.616
C 7.5040 0.9637 -0.3951 -0.898
C 7.5866 0.2124 0.7823 -0.785
C 6.4688 -0.3802 1.3442 -0.983
C 5.2630 -0.1922 0.6820 0.434
H 3.3770 -4.3616 -1.0239 0.355
H 4.8250 -3.4820 -0.5453 0.338
H 3.2922 -2.6266 -0.7805 -0.056
H 3.6878 -4.8246 1.3133 0.435
H 2.3203 -3.7392 1.2210 0.121
H 5.1843 -2.8910 1.8617 0.379
H 3.9887 -3.2820 3.0724 0.470
H 3.9837 -0.9352 3.0132 0.408
H 2.5145 -1.4225 2.1752 -0.363
H 2.2976 0.9538 -2.1423 -0.437
H 3.8939 1.1396 -2.8441 0.455
H 2.7861 3.3121 -2.5306 0.413
H 4.2727 3.2414 -1.6244 0.703
H 1.6145 2.6204 -0.2505 -0.679
H 2.1403 4.2623 -0.5034 0.552
H 3.6009 2.1729 1.2015 0.055
H 2.8056 3.6456 1.7276 0.460
H 4.2865 3.7398 0.7747 0.388
H 6.2355 1.7480 -1.9521 0.456
H 8.4036 1.4062 -0.8026 0.430
H 8.5481 0.0926 1.2646 0.423
H 6.5383 -0.9569 2.2572 0.466
```

Summary:
LUMO (alpha / beta) in eV: -1.75 / -4.19
Molecular weight in g mol⁻¹: 990.52
Spin multiplicity: 5
Highest occupied orbital energy (alpha / beta) in eV: -10.2322 / -10.1721
Net charge: +1
Expectation value of S²: 6.02